1.
Entry from OMol25: C40H47GeN4O3PdS2Si2 as an isolated structure (wB97M-V/def2-TZVPD).

The geometry in XYZ format:
```
100
Properties=species:S:1:pos:R:3
Pd 0.10 -0.55 0.25
C 2.10 1.28 -2.52
Si 0.53 2.16 -2.06
C 0.80 3.97 -2.33
C -0.96 1.66 -3.08
N 0.10 1.62 -0.34
C -0.26 2.34 0.64
C -0.44 3.80 0.58
C -0.76 4.51 1.66
C -0.96 3.88 2.95
C -0.81 2.56 3.12
C -0.43 1.69 2.01
N -0.21 0.43 2.14
Si -0.03 -0.35 3.77
C 1.23 0.58 4.83
C -1.65 -0.38 4.69
C 0.68 -2.02 3.42
H 2.13 1.23 -3.61
H 2.20 0.27 -2.13
H 2.94 1.88 -2.21
H 1.33 4.04 -3.28
H 1.47 4.47 -1.62
H -0.12 4.55 -2.42
H -1.05 2.37 -3.90
H -1.89 1.72 -2.52
H -0.88 0.65 -3.50
H -0.30 4.28 -0.37
H -0.88 5.58 1.59
H -1.26 4.50 3.79
H -1.00 2.10 4.08
H 1.27 1.66 4.67
H 2.24 0.18 4.71
H 0.96 0.41 5.87
H -1.63 0.31 5.54
H -1.84 -1.38 5.07
H -2.50 -0.10 4.06
H 1.61 -1.86 2.87
H 0.03 -2.67 2.84
H 0.93 -2.53 4.36
S 0.15 -1.53 -1.84
C 1.38 -2.60 -1.22
C 2.11 -3.48 -2.01
C 3.03 -4.30 -1.41
C 3.21 -4.22 -0.03
C 2.46 -3.31 0.68
N 1.56 -2.51 0.11
H 1.94 -3.50 -3.08
H 3.61 -4.99 -1.99
H 3.92 -4.85 0.49
H 2.56 -3.23 1.76
C -2.99 -0.74 -1.26
Ge -2.02 -1.86 0.01
C -2.01 -3.72 -0.63
C -3.15 -4.12 -1.33
C -3.26 -5.41 -1.82
C -2.24 -6.32 -1.62
C -1.10 -5.94 -0.92
C -1.00 -4.65 -0.43
C -2.99 -1.75 1.74
C -3.85 -0.69 1.86
C -4.80 -0.60 2.90
C -4.86 -1.58 3.85
C -3.96 -2.68 3.80
C -3.99 -3.67 4.80
C -3.13 -4.73 4.77
C -2.19 -4.83 3.73
C -2.14 -3.88 2.74
C -3.02 -2.77 2.74
H -3.23 -1.33 -2.14
H -2.32 0.06 -1.58
H -3.90 -0.29 -0.86
H -3.97 -3.43 -1.50
H -4.15 -5.71 -2.37
H -2.32 -7.33 -2.01
H -0.30 -6.65 -0.76
H -0.10 -4.38 0.12
H -3.84 0.11 1.13
H -5.47 0.25 2.94
H -5.58 -1.53 4.65
H -4.72 -3.58 5.60
H -3.16 -5.48 5.55
H -1.50 -5.67 3.70
H -1.42 -3.98 1.95
N 2.95 0.38 1.96
C 3.43 1.55 1.33
C 4.41 1.49 0.34
C 4.69 2.61 -0.42
C 4.01 3.80 -0.20
C 3.12 3.89 0.86
C 2.84 2.77 1.63
S 4.13 5.14 -1.40
O 3.06 6.04 -0.99
O 3.87 4.44 -2.65
O 5.47 5.66 -1.26
H 2.70 0.57 2.92
H 3.58 -0.41 1.90
H 4.90 0.54 0.12
H 5.40 2.56 -1.23
H 2.61 4.83 1.03
H 2.13 2.83 2.45
```

The expectation value of S² is 0.76. Its orbital gap (spin up / spin down) is 0.1954 / 0.1877 hartree. As for the multiplicity: 2. The value obtained for the highest occupied orbital energy (spin up / spin down) is -7.5 / -7.5 eV. The value obtained for the LUMO energy (spin up / spin down) is -2.21 / -2.42 eV.

***

2.
Entry from OMol25: a 9-piece molecular cluster, C27H54O27 overall in a non-equilibrium geometry (wB97M-V/def2-TZVPD).

The geometry in XYZ format:
```
108
Properties=species:S:1:pos:R:3
C 50.80 2.29 51.31
O 50.38 1.12 50.67
C 49.97 1.04 49.42
O 49.88 2.13 48.75
O 49.60 -0.06 48.87
C 49.40 -0.24 47.49
H 51.34 2.18 52.34
H 49.84 3.03 51.45
H 51.60 2.84 50.54
H 48.67 0.23 47.15
H 49.04 -1.24 47.28
H 50.19 0.16 46.77
C 47.74 -0.08 53.91
O 47.16 1.18 53.75
C 47.98 2.23 54.03
O 49.13 2.12 54.33
O 47.40 3.41 53.94
C 48.20 4.55 54.31
H 47.21 -0.82 53.19
H 47.43 -0.36 54.90
H 48.89 -0.27 53.72
H 48.63 4.41 55.22
H 47.67 5.56 54.30
H 48.96 4.60 53.49
C 49.32 0.15 43.40
O 50.55 0.56 42.88
C 51.75 0.58 43.60
O 51.68 0.13 44.68
O 52.78 1.00 42.91
C 54.03 0.71 43.56
H 48.42 0.28 42.65
H 49.04 0.66 44.32
H 49.32 -0.78 43.75
H 54.09 -0.22 44.05
H 54.23 1.68 44.27
H 54.70 0.54 42.86
C 45.06 -5.48 43.95
O 44.80 -5.04 45.24
C 45.50 -4.04 45.65
O 46.53 -3.67 45.21
O 44.83 -3.36 46.66
C 45.44 -2.23 47.30
H 44.81 -4.64 43.48
H 44.12 -6.03 43.66
H 46.18 -5.78 43.57
H 45.74 -1.30 46.62
H 46.28 -2.46 47.94
H 44.83 -1.82 48.01
C 42.50 -0.16 53.20
O 42.50 -0.60 51.90
C 41.99 -1.78 51.53
O 41.23 -2.44 52.20
O 42.25 -2.20 50.29
C 41.58 -3.29 49.72
H 43.33 0.38 53.36
H 42.80 -0.89 53.95
H 41.59 -0.07 53.46
H 41.71 -3.39 48.67
H 40.62 -2.95 49.62
H 41.63 -4.31 50.24
C 46.60 2.09 45.89
O 46.42 1.24 47.07
C 45.88 1.73 48.20
O 45.52 2.88 48.16
O 45.75 0.84 49.20
C 45.39 1.29 50.56
H 47.34 2.78 46.22
H 45.62 2.68 45.72
H 46.86 1.57 45.00
H 44.90 0.56 51.06
H 44.60 2.01 50.70
H 46.14 1.62 51.15
C 45.03 2.10 41.84
O 45.35 3.17 42.65
C 46.64 3.63 42.87
O 47.60 3.00 42.39
O 46.78 4.83 43.49
C 47.93 5.65 43.35
H 45.48 2.15 40.85
H 43.97 2.01 41.76
H 45.42 1.31 42.37
H 48.29 6.08 44.18
H 47.85 6.42 42.68
H 48.84 5.30 43.08
C 40.75 7.08 46.90
O 42.09 6.79 46.44
C 43.09 6.67 47.37
O 43.09 6.79 48.55
O 44.24 6.29 46.81
C 45.44 6.16 47.48
H 40.23 6.16 47.32
H 40.00 7.45 46.18
H 40.99 8.01 47.50
H 45.22 5.58 48.42
H 45.58 7.20 47.77
H 46.36 5.80 46.95
C 39.95 2.75 52.95
O 40.52 2.22 51.67
C 41.59 2.95 51.24
O 42.13 3.84 51.88
O 41.89 2.62 49.94
C 42.62 3.71 49.27
H 39.99 2.32 53.81
H 38.96 2.80 52.77
H 40.42 3.52 53.42
H 42.96 3.39 48.23
H 43.50 4.06 50.11
H 41.84 4.57 49.29
```

Its orbital gap is 0.3829 hartree. As for the SMILES: COC(=O)OC.COC(=O)OC.COC(=O)OC.COC(=O)OC.COC(=O)OC.COC(=O)OC.COC(=O)OC.COC(=O)OC.COC(=O)OC. The value obtained for the highest occupied orbital energy is -9.9 eV. The value obtained for the LUMO energy is 0.56 eV.